# C4H9N3S

A molecular structure, C4H9N3S (wB97M-V/def2-TZVPD, the Open Molecules 2025 dataset).

```
17
Properties=species:S:1:pos:R:3:forces:R:3:mulliken_charge:R:1
C 3.507410 0.579794 -0.416086 -0.23 -1.26 -0.95 -0.614
C 1.337190 -0.506728 -0.170979 -1.20 -2.04 0.33 0.224
C -0.818126 -1.255473 0.048721 0.95 -3.70 -0.25 0.042
C -3.955144 0.776632 0.435167 -0.18 3.06 1.70 -0.743
H 2.887592 0.924605 -1.635922 2.15 -1.07 4.28 0.269
H 4.462030 -0.316339 -0.730186 -2.72 3.48 1.06 0.249
H 3.750138 1.563367 0.243088 0.08 -2.48 -2.09 0.254
H 2.969006 -0.800624 1.354137 -2.42 1.77 -3.21 0.336
H 1.188516 0.019337 -1.285919 0.08 -1.18 3.40 0.080
H -1.485853 -2.207569 -0.086189 1.78 1.15 0.73 0.354
H -3.670821 1.755302 -0.091872 -0.63 -1.44 0.33 0.250
H -3.567909 1.103334 1.549646 -0.69 -1.75 -2.51 0.249
H -5.140637 0.788782 0.532082 2.63 -0.70 -0.61 0.289
N 2.480503 -0.231970 0.484699 3.73 1.01 -1.17 -0.193
N 0.548448 -1.432903 0.379688 -0.85 2.47 -1.83 -0.574
N -1.393269 -0.155520 -0.134471 -2.08 0.88 -0.16 -0.428
S -3.099075 -0.604022 -0.475601 -0.39 1.79 0.95 -0.043
```
Forces are in eV/Å.

Output
**LUMO energy**: 0.58 eV
**HOMO-LUMO gap**: 8.562 eV
**HOMO energy**: -7.981 eV
**Energy above the lowest of the compared OMol25 structures with the same formula, charge and spin**: 548.73 kJ/mol



# C35H22MgN9O

A molecular structure, C35H22MgN9O (wB97M-V/def2-TZVPD, the Open Molecules 2025 dataset).

```
68
Properties=species:S:1:pos:R:3:forces:R:3:mulliken_charge:R:1
Mg -0.369630 -0.538461 0.222415 -0.16 -0.22 0.11 1.671
C -4.931414 4.061277 -0.514283 -0.03 0.02 0.00 -0.583
C -4.914813 4.103485 0.880501 -0.04 0.02 -0.01 -0.585
C -3.920065 3.457613 1.605236 0.04 -0.04 -0.01 -0.397
C -2.959438 2.768340 0.889790 -0.07 0.06 -0.09 0.246
C -1.769933 1.994795 1.300111 -0.08 -0.24 0.21 -0.301
N -1.393648 1.867854 2.528091 0.14 0.39 -0.11 -0.586
C -0.203582 1.232872 2.751942 -0.37 -0.31 0.05 0.000
C 0.978985 1.891970 3.229191 0.00 -0.04 0.21 0.421
C 1.260693 3.201252 3.616605 0.00 -0.04 -0.03 -0.462
C 2.557623 3.492661 3.991592 0.00 0.04 0.00 -0.547
C 3.561574 2.507638 3.978964 0.04 -0.01 0.01 -0.581
C 3.289183 1.209944 3.590975 -0.02 0.02 -0.02 -0.437
C 1.981574 0.909193 3.216587 -0.09 -0.02 0.19 0.426
C 1.339253 -0.283795 2.734054 -0.18 -0.39 0.07 0.088
N 2.009878 -1.459281 2.509165 0.37 0.21 -0.13 -0.586
C 2.219169 -1.787576 1.279336 -0.26 -0.11 0.25 -0.261
N 1.735263 -1.135874 0.176298 -0.02 -0.04 -0.13 -0.693
C 2.144827 -1.816401 -0.924082 -0.01 0.04 -0.13 0.179
N 1.881436 -1.598949 -2.189140 0.01 0.02 0.09 -0.702
C 0.996434 -0.659753 -2.574501 0.09 -0.03 0.04 -0.311
N 0.107373 -0.003842 -1.793174 -0.03 -0.07 -0.05 -0.122
C -0.599439 0.848566 -2.568262 -0.01 0.01 0.04 -0.312
N -1.582629 1.675370 -2.169870 -0.01 0.03 0.04 -0.688
C -1.816162 1.900449 -0.902388 0.01 -0.01 -0.08 0.229
N -1.131369 1.488235 0.197924 -0.05 0.09 -0.12 -0.617
C -2.973967 2.727870 -0.495602 -0.04 0.02 0.08 0.151
C -3.956181 3.372207 -1.225033 0.05 -0.03 0.03 -0.118
C -0.164852 0.737801 -3.947375 0.09 -0.07 -0.06 0.351
C -0.557376 1.368745 -5.123494 -0.01 0.00 0.07 -0.149
C 0.086572 1.012584 -6.294327 0.01 0.00 -0.04 -0.619
C 1.106263 0.047716 -6.298373 0.00 0.00 -0.03 -0.585
C 1.502078 -0.579554 -5.131141 0.00 -0.01 0.06 -0.191
C 0.854741 -0.226606 -3.951484 -0.08 0.09 -0.04 0.296
C 2.999845 -2.958364 -0.521385 0.01 -0.03 0.09 0.201
C 3.669082 -3.921791 -1.252816 -0.03 0.03 0.04 -0.011
C 4.376797 -4.885469 -0.543531 0.01 -0.02 0.00 -0.590
C 4.406842 -4.878984 0.851245 0.02 -0.03 -0.01 -0.580
C 3.730108 -3.906771 1.578817 -0.03 0.03 -0.01 -0.367
C 3.028403 -2.953819 0.865985 0.06 -0.08 -0.10 0.160
N 0.017768 -0.085644 2.496099 0.64 0.65 -0.48 -0.266
H -5.721171 4.576331 -1.047865 0.00 0.00 0.00 0.382
H -5.691274 4.650216 1.401888 0.00 0.00 0.00 0.391
H -3.893081 3.484710 2.686867 0.00 0.00 0.00 0.536
H 0.486498 3.957700 3.613386 0.00 0.00 0.01 0.476
H 2.815136 4.499577 4.297036 -0.01 0.00 0.00 0.375
H 4.567160 2.780435 4.275136 0.00 -0.01 0.00 0.373
H 4.059493 0.449814 3.568696 0.00 0.00 0.01 0.478
H -3.955968 3.326766 -2.305869 0.00 0.01 -0.01 0.537
H -1.344700 2.111378 -5.110317 0.00 0.00 -0.01 0.530
H -0.196719 1.482866 -7.228313 -0.01 0.00 0.00 0.378
H 1.586926 -0.206153 -7.235490 0.00 0.00 0.00 0.382
H 2.286889 -1.324868 -5.122607 0.01 0.00 -0.01 0.526
H 3.629556 -3.917065 -2.333867 0.01 0.00 -0.01 0.545
H 4.913361 -5.659296 -1.079107 0.00 0.00 0.00 0.376
H 4.965459 -5.647403 1.371632 0.00 0.00 0.00 0.392
H 3.741955 -3.893429 2.660827 0.00 0.01 0.01 0.533
N -4.573166 -1.745644 1.414939 0.02 0.03 -0.05 -0.504
C -3.299066 -1.563127 0.952916 -0.07 -0.08 0.05 0.575
O -3.015208 -0.565941 0.307936 0.03 0.06 0.01 -0.533
C -2.302986 -2.647689 1.289132 -0.05 -0.02 0.08 -0.593
C -1.098533 -2.600862 0.366758 0.06 0.06 -0.13 -1.079
H -5.203170 -0.963412 1.362178 0.00 -0.01 0.01 0.246
H -4.766031 -2.486818 2.063352 0.00 0.01 0.01 0.194
H -2.857172 -3.601515 1.339431 0.00 0.02 -0.02 0.395
H -1.993596 -2.431012 2.322007 0.02 -0.01 -0.01 0.225
H -1.397729 -2.956823 -0.630364 0.00 -0.03 0.01 0.422
H -0.340107 -3.306247 0.728998 0.02 0.02 0.04 0.272
```
Forces are in eV/Å.

Output
**LUMO energy (spin up / spin down)**: 1.82 / 1.50 eV
**HOMO-LUMO gap (spin up / spin down)**: 5.214 / 5.589 eV
**Net charge**: -1
**HOMO energy (spin up / spin down)**: -3.392 / -4.090 eV
**Energy above the lowest of the compared OMol25 structures with the same formula, charge and spin**: 64.70 kJ/mol



Number 1: strongest force on any atom 4.9 eV/Å, total energy -19593.9490 eV. Number 2: strongest force on any atom 1.0 eV/Å, total energy -57561.7631 eV.